Entry 1:
8
Properties=species:S:1:pos:R:3:forces:R:3 method="wB97M-V/def2-TZVPD" de_lowest_kcal_mol=0.00 homo_lumo_gap_ev="4.85 / 3.33" homo_energy_ha="-0.1970 / -0.1361"
C -0.30889 -0.44795 0.00918 1.15 2.65 -0.08
C 0.51178 -1.47278 -0.08315 0.37 -1.99 0.64
O 1.11487 -2.48075 -0.01119 -0.63 1.90 -0.34
Cs 1.37972 3.87067 1.47068 0.01 0.03 0.00
H -1.23405 -0.48529 -0.55526 0.10 0.02 0.09
H -1.79733 -1.42720 1.28749 -0.12 -0.07 0.21
Ca 0.20671 1.77655 -2.41002 0.04 0.10 -0.13
H 0.12717 0.66675 0.29227 -0.92 -2.64 -0.38

***

Entry 2:
8
Properties=species:S:1:pos:R:3:forces:R:3 method="wB97M-V/def2-TZVPD" de_lowest_kcal_mol=6.95 multiplicity=3 charge=+1 homo_lumo_gap_ev="6.85 / 7.79" homo_energy_ha="-0.4400 / -0.4786"
O 2.92074 0.03856 0.77715 -0.12 3.24 -6.47
C 0.46633 1.09331 0.17041 -0.31 0.10 -1.10
O -0.68997 0.74858 0.44152 1.10 0.31 0.37
C -1.28341 -0.52626 -0.00813 -0.25 -0.50 -0.08
H -2.09497 -0.26822 -0.69253 0.22 -0.04 0.17
H -0.50240 -1.12982 -0.48107 -0.22 0.17 0.12
H -1.66544 -1.00177 0.89754 0.09 0.09 -0.24
Ce 2.84912 1.04563 -1.10491 -0.51 -3.38 7.24

***

Entry 3:
8
Properties=species:S:1:pos:R:3:forces:R:3 method="wB97M-V/def2-TZVPD" de_lowest_kcal_mol=24.18 smiles=FCC(Cl)Cl homo_lumo_gap_ev=11.77 homo_energy_ha=-0.4113
F 1.20669 -0.99997 -1.12844 -0.80 -0.33 0.69
C 0.55019 -0.66049 0.02611 -0.80 0.90 -0.02
C -0.39048 0.48518 -0.02108 -1.08 2.54 1.14
Cl 0.22566 2.13283 -0.62350 -0.47 -1.60 0.09
Cl -2.04702 0.04966 -0.68610 1.27 0.49 0.10
H 1.20439 -0.43253 0.82541 1.52 0.22 0.40
H -0.19233 -1.28387 0.52117 0.45 -1.93 -0.82
H -0.55710 0.70919 1.08644 -0.10 -0.30 -1.58

***

Entry 4:
8
Properties=species:S:1:pos:R:3:forces:R:3 method="wB97M-V/def2-TZVPD" de_lowest_kcal_mol=44.02 smiles=Cl[C@@H]1CN1Cl homo_lumo_gap_ev=10.53 homo_energy_ha=-0.3641
Cl -1.93600 -1.10291 0.05989 -0.41 -0.80 0.25
C -0.40268 -0.39167 0.44904 0.50 0.89 0.73
C -0.07190 0.77031 -0.41290 -0.67 -3.76 -1.65
N 0.66368 -0.58893 -0.52639 -1.15 0.66 0.21
Cl 2.23352 -0.88116 0.16908 -0.37 0.60 -0.01
H -0.14993 -0.36638 1.56852 -0.39 -0.09 -1.93
H -0.67111 0.98701 -1.31824 0.42 -0.46 0.69
H 0.33441 1.57374 0.01101 2.07 2.96 1.72

***

Entry 5:
9
Properties=species:S:1:pos:R:3:forces:R:3 method="wB97M-V/def2-TZVPD" de_lowest_kcal_mol=134.67 charge=+1 homo_lumo_gap_ev="7.12 / 8.36" homo_energy_ha="-0.5118 / -0.5355"
C 0.41921 0.00042 0.88922 2.71 0.21 0.15
C -0.49970 0.07579 0.11301 -0.86 -0.06 -0.26
N 2.70985 0.10168 0.37372 -1.57 -1.99 1.34
N -1.89587 -0.11695 -0.09860 2.20 -0.07 -0.09
Cl 2.96097 1.58661 -0.11285 0.39 1.80 -0.81
Cl 2.74757 -1.06627 -0.82071 0.22 0.09 -0.23
H -2.21955 0.52364 -0.80059 -0.94 0.48 -0.21
H -2.22943 -0.03465 0.83693 -1.51 0.52 0.72
H -1.99306 -1.07026 -0.38013 -0.65 -0.99 -0.61

***

Entry 6:
10
Properties=species:S:1:pos:R:3:forces:R:3 method="wB97M-V/def2-TZVPD" de_lowest_kcal_mol=118.76 homo_lumo_gap_ev="7.44 / 8.52" homo_energy_ha="-0.3318 / -0.3533"
C 1.15722 0.06137 -1.40116 -2.13 -1.67 0.61
C 0.38886 -0.33005 -0.05926 1.12 2.68 -0.16
N -0.21850 -1.18550 -3.06410 0.02 -2.99 -1.70
N -0.95071 0.12677 -0.61472 -1.04 -1.99 0.35
P -0.49808 0.00965 -2.24444 2.46 3.50 1.79
Cl 2.67130 -0.33602 -1.93871 0.39 0.05 0.27
Cl -0.76919 1.79701 -3.08902 -0.73 0.39 -0.21
H 0.52602 -1.26712 0.52134 -0.42 0.18 -1.10
H 0.63008 0.50003 0.64702 0.25 -0.69 -0.20
H -1.65764 -0.61214 -0.48199 0.08 0.53 0.35

***

Entry 7:
10
Properties=species:S:1:pos:R:3:forces:R:3 method="wB97M-V/def2-TZVPD" de_lowest_kcal_mol=40.21 smiles="C=[NH+][S-].O=C(Cl)Cl" homo_lumo_gap_ev="8.26 / 8.26" homo_energy_ha="-0.3015 / -0.3016"
C -1.59834 0.18926 0.40909 0.26 -0.61 -0.36
N -1.01539 -0.83634 -0.13346 -1.06 1.42 -0.38
S -0.14884 -2.02676 0.58540 0.71 -1.00 0.58
H -1.57050 0.30221 1.47890 0.08 -0.10 0.12
H -2.08983 0.91383 -0.21112 -0.11 0.09 -0.24
H -1.07959 -0.90281 -1.15235 -0.01 0.19 0.25
O 1.15011 0.84005 -1.37580 0.16 -0.05 0.18
C 1.78349 0.61598 -0.40441 -0.45 0.13 -0.22
Cl 3.16792 -0.38538 -0.34745 0.41 -0.23 -0.08
Cl 1.40098 1.28998 1.15120 0.01 0.15 0.13

***

Entry 8:
9
Properties=species:S:1:pos:R:3:forces:R:3 method="wB97M-V/def2-TZVPD" de_lowest_kcal_mol=81.41 homo_lumo_gap_ev="7.52 / 7.52" homo_energy_ha="-0.3303 / -0.3302"
C -1.79258 -0.57979 0.90931 2.00 0.35 -0.27
C 0.87541 -0.23510 0.30996 1.57 2.02 -0.36
N 0.33518 -1.25253 0.87966 -3.65 -3.74 1.87
S -2.27500 0.53113 -0.05516 0.52 -0.99 0.38
Cl 0.69908 1.21777 1.49608 0.65 0.91 -0.41
Cl 2.62881 -0.46901 -0.10962 -0.19 0.23 0.18
H -2.16570 -1.08219 1.77976 0.09 -0.46 0.09
H 0.38113 -0.05289 -0.61438 -0.27 1.09 -0.71
H 0.71124 -1.52717 1.81047 -0.71 0.59 -0.76

***

Entry 9:
9
Properties=species:S:1:pos:R:3:forces:R:3 method="wB97M-V/def2-TZVPD" de_lowest_kcal_mol=34.52 smiles="S/C=C/P(Cl)Cl" homo_lumo_gap_ev=9.38 homo_energy_ha=-0.3303
S 2.58129 -0.59531 0.23851 -2.31 1.46 0.06
C 0.81462 0.11570 0.10006 0.13 -0.45 -0.48
C -0.21873 -0.42297 -0.59105 1.02 0.75 -1.18
P -2.14854 0.10882 -0.86911 3.26 -1.59 -0.25
Cl -2.63617 -1.28015 0.50826 -0.94 -0.98 0.48
Cl -2.19594 1.68259 0.30632 -0.04 1.75 0.84
H 2.78575 0.53063 0.96449 0.70 -0.64 -0.16
H 0.86304 1.06564 0.64831 -0.80 -0.54 -0.12
H 0.15467 -1.20496 -1.30579 -1.02 0.24 0.81

***

Entry 10:
10
Properties=species:S:1:pos:R:3:forces:R:3 method="wB97M-V/def2-TZVPD" de_lowest_kcal_mol=63.56 charge=+1 homo_lumo_gap_ev=8.96 homo_energy_ha=-0.5817
C 0.02527 0.01612 0.38553 0.20 3.26 0.73
C 0.93306 -0.50554 -0.65562 2.38 1.21 2.81
O 0.38488 -1.31398 0.27887 -2.68 -2.62 0.24
P 2.70872 -0.35245 0.00708 0.38 3.41 -2.04
Cl 3.41522 1.96983 0.01932 -1.10 -3.81 0.18
Cl 2.67118 -1.14052 1.77764 0.78 0.17 -0.08
Cl 3.86114 -1.19361 -1.35838 0.03 0.15 0.84
H 0.59022 0.41355 1.29503 -1.30 0.27 -1.23
H -0.93492 0.59915 0.06022 1.43 -2.02 0.78
H 0.76749 -0.72806 -1.64784 -0.12 -0.01 -2.24

***

Entry 11:
9
Properties=species:S:1:pos:R:3:forces:R:3 method="wB97M-V/def2-TZVPD" de_lowest_kcal_mol=111.26 smiles="[SiH3]C(Cl)=C(Cl)Cl" homo_lumo_gap_ev=10.06 homo_energy_ha=-0.3494
Si 0.19859 0.00593 -0.05700 1.91 -0.52 1.48
C 1.97650 0.58610 -0.54065 -1.02 0.27 0.91
Cl 3.23319 -0.62264 -0.49808 -0.39 0.39 -0.29
C 2.26505 1.88594 -0.61807 -0.05 -0.77 -0.63
Cl 3.81188 2.43587 -1.01916 0.66 0.58 0.06
Cl 1.03026 3.08531 -0.53525 0.04 0.08 -0.03
H 0.66455 -1.19008 0.72475 -0.60 0.19 -0.17
H -0.53257 -0.39007 -1.19651 -0.74 -0.25 -1.10
H -0.56758 0.90530 0.83593 0.18 0.04 -0.24

***

Entry 12:
9
Properties=species:S:1:pos:R:3:forces:R:3 method="wB97M-V/def2-TZVPD" de_lowest_kcal_mol=164.79 homo_lumo_gap_ev="7.47 / 8.08" homo_energy_ha="-0.3126 / -0.3305"
C 0.49359 -0.68496 1.38504 -2.20 1.09 -0.66
C -0.17120 0.46056 -1.45694 -0.43 -0.46 1.17
Si -0.06615 0.77589 0.38632 -0.50 0.67 0.17
Cl -0.68245 -1.84030 1.68866 -1.16 -0.92 0.67
Cl -1.50545 -0.51712 -1.85627 -0.94 -0.25 -0.18
Cl 1.10202 0.20526 -2.48649 1.47 0.19 -0.85
H 1.07596 1.66392 0.66928 -0.30 0.58 -0.22
H -1.55296 1.15505 0.60106 1.34 -0.13 0.35
H 1.30663 -1.21830 1.06935 2.71 -0.78 -0.44

***

Entry 13:
12
Properties=species:S:1:pos:R:3:forces:R:3 method="wB97M-V/def2-TZVPD" homo_lumo_gap_ev="6.40 / 7.90" homo_energy_ha="-0.2925 / -0.3312"
C 0.78678 1.33163 1.62097 -3.50 -3.40 -1.44
C 0.63394 -1.18569 -0.55293 1.15 -0.76 0.16
Si -0.57792 -0.49323 -1.71229 0.15 1.15 0.86
S 0.09988 0.16026 2.54069 0.80 1.30 1.23
Cl 0.25823 -1.91714 0.96307 0.78 -0.64 -2.37
Cl -1.16617 1.42835 -1.25231 -0.41 0.02 0.31
Cl -2.25330 -1.44898 -2.20252 -0.53 -0.67 -0.01
Cl 0.58272 -0.11024 -3.27217 0.83 -0.12 -1.55
Cl -1.91295 -0.06304 2.19981 -0.41 0.37 -0.17
H 0.44496 1.57984 0.65503 -0.45 -0.03 -0.94
H 1.40835 1.96699 2.02785 3.35 2.91 2.44
H 1.69548 -1.24876 -1.01520 -1.77 -0.11 1.49

***

Entry 14:
9
Properties=species:S:1:pos:R:3:forces:R:3 method="wB97M-V/def2-TZVPD" de_lowest_kcal_mol=17.88 smiles="FC(F)=CS.Cl" homo_lumo_gap_ev=9.46 homo_energy_ha=-0.3211
F 0.45768 -1.80044 0.73276 -0.32 0.03 -0.18
C -0.60929 -1.11829 0.32568 0.13 0.11 0.10
F -1.33045 -1.84389 -0.53155 0.30 0.29 0.35
C -0.88866 0.11155 0.71955 -0.03 -0.42 -0.19
S -2.26517 1.05922 0.21259 -0.16 0.16 -0.03
H -0.23454 0.60927 1.41651 0.14 -0.13 0.01
H -2.78486 0.14604 -0.61084 -0.06 -0.06 -0.07
Cl 3.00538 0.46755 0.07279 0.01 0.11 0.06
H 3.10674 -0.53432 -0.71049 -0.01 -0.10 -0.05

***

Entry 15:
8
Properties=species:S:1:pos:R:3:forces:R:3 method="wB97M-V/def2-TZVPD" de_lowest_kcal_mol=99.37 homo_lumo_gap_ev="9.39 / 9.39" homo_energy_ha="-0.3762 / -0.3762"
C 1.29465 0.25127 -0.74284 -1.41 2.85 2.47
C 0.08518 -0.14090 -0.39698 -3.21 -2.79 -0.70
N -1.67109 0.09861 0.73584 3.48 0.78 -2.65
F -0.37369 -1.34538 -1.00971 0.45 1.78 1.34
Cl -1.38089 1.12940 2.07762 0.05 -0.53 -0.15
H 1.52967 1.27769 -0.28965 0.43 -1.78 -0.97
H 1.89262 -0.42530 -1.31621 0.39 0.16 -0.35
H -1.37644 -0.84539 0.94192 -0.19 -0.47 1.02

***

Entry 16:
8
Properties=species:S:1:pos:R:3:forces:R:3 method="wB97M-V/def2-TZVPD" de_lowest_kcal_mol=45.40 homo_lumo_gap_ev="6.61 / 6.61" homo_energy_ha="-0.3096 / -0.3096"
C 0.67789 -1.21251 0.05351 -1.73 0.82 0.15
C -0.98111 0.51158 0.01358 -0.39 2.78 -1.63
N -0.43467 -0.73865 0.08309 2.69 -3.11 -0.58
Cl 1.46269 -2.68528 0.01703 -0.19 0.89 0.01
I 2.34666 1.52800 -0.00028 -0.41 -1.05 0.00
H 0.01799 1.07883 0.06451 -1.03 0.75 0.55
H -1.72556 0.66613 0.82393 0.65 0.19 -0.68
H -1.36388 0.85192 -1.05537 0.41 -1.27 2.18

***

Entry 17:
9
Properties=species:S:1:pos:R:3:forces:R:3 method="wB97M-V/def2-TZVPD" de_lowest_kcal_mol=105.08 homo_lumo_gap_ev=7.92 homo_energy_ha=-0.2858
C -1.94043 0.82512 -0.61806 0.13 -0.29 0.56
C 1.14541 -0.44631 -1.08202 0.23 1.01 -0.83
N -1.20617 0.51644 0.29078 0.45 -0.09 1.93
O -2.64715 1.02331 -1.48721 -0.95 0.42 -1.62
Cl 0.77600 -1.73737 0.25058 -0.91 -0.06 0.87
I 2.23057 1.09128 -0.00324 0.09 0.15 0.00
H 1.98060 -0.84016 -1.72023 -0.62 -0.61 0.89
H -0.35256 -1.07282 0.79618 1.46 -0.44 -1.41
H -1.25170 1.06831 1.14755 0.12 -0.09 -0.38

***

Entry 18:
9
Properties=species:S:1:pos:R:3:forces:R:3 method="wB97M-V/def2-TZVPD" de_lowest_kcal_mol=66.83 homo_lumo_gap_ev=9.27 homo_energy_ha=-0.3499
H -1.58707 -1.98934 -0.66135 -0.36 0.23 0.04
N -0.77738 -1.45129 -0.38237 0.32 -0.78 -0.13
C -0.89356 -0.26170 -0.08447 2.67 1.44 0.46
Cl -2.34154 0.70722 -0.05834 -0.19 0.02 0.03
C 0.47385 0.55895 0.32522 -2.93 -0.63 0.47
N 1.53825 0.28697 -0.60321 1.43 -0.38 -0.74
O 2.64372 0.20135 -0.12105 -1.26 0.10 -0.05
H 0.71423 0.32858 1.36608 0.13 0.00 -0.08
H 0.22950 1.61925 0.21949 0.19 0.00 0.01

***

Entry 19:
9
Properties=species:S:1:pos:R:3:forces:R:3 method="wB97M-V/def2-TZVPD" de_lowest_kcal_mol=88.08 homo_lumo_gap_ev=10.35 homo_energy_ha=-0.3640
C 0.92859 0.81945 -1.21670 1.19 -1.77 -0.27
N 1.45251 -0.21779 -1.41029 -1.44 3.39 0.95
O 2.00024 -1.23691 -1.64238 0.48 -1.21 -0.47
H 0.55052 1.64133 -0.63283 0.12 -0.33 -0.48
H -1.51910 -0.40463 -0.48905 0.07 0.37 0.98
N -1.34536 0.36813 0.18171 -0.06 0.23 1.99
C -0.97643 0.04939 1.36052 0.16 -1.97 -3.80
Cl -0.59161 -1.63115 1.74289 -0.26 -0.24 0.28
H -0.49936 0.61219 2.10614 -0.26 1.53 0.83

***

Entry 20:
10
Properties=species:S:1:pos:R:3:forces:R:3 method="wB97M-V/def2-TZVPD" de_lowest_kcal_mol=0.00 smiles="NNC(=O)C(=O)Cl" homo_lumo_gap_ev=9.35 homo_energy_ha=-0.3577
N 1.92646 0.24983 -0.19457 0.18 0.25 -0.11
N 0.67315 -0.35047 -0.02592 -0.09 -0.36 0.18
C -0.46309 0.37029 -0.01312 0.97 0.16 0.15
O -0.50831 1.58252 -0.00613 -0.12 -0.14 -0.09
C -1.68669 -0.53639 0.00959 -0.31 -0.70 -0.02
O -1.65221 -1.72967 -0.00987 0.15 0.56 0.00
Cl -3.16032 0.35961 0.07804 -0.36 0.11 0.02
H 2.47382 0.17266 0.66294 -0.33 0.10 -0.09
H 1.75569 1.23950 -0.38081 0.02 -0.25 0.08
H 0.64150 -1.35787 -0.12016 -0.10 0.26 -0.11

***

Largest force on an atom
In order: 2.9; 8.0; 3.0; 4.2; 2.9; 4.6; 1.8; 5.5; 3.6; 4.0; 2.5; 2.9; 5.1; 0.5; 4.4; 4.2; 2.1; 3.1; 4.3; 1.0
Unit: eV/Å